A structure of composition C28H27BrIrN5O2S. Source: OMol25; level of theory: the ωB97M-V functional and the def2-TZVPD basis.

Last column: Löwdin charge in e.
Atoms and positions in Å:
1 Ir -0.23 -0.41 -0.23  1.26
2 C 1.14 0.94 2.74  -0.01
3 C 0.00 -0.03 2.89  -0.26
4 C -0.45 -0.32 4.18  0.02
5 C -1.38 -1.30 4.39  0.00
6 C -1.84 -2.04 3.30  0.02
7 C -1.38 -1.72 2.05  -0.17
8 N -0.51 -0.68 1.83  -0.02
9 C -1.76 -2.51 0.85  -0.16
10 C -2.52 -3.67 0.84  0.04
11 C -2.74 -4.31 -0.37  0.01
12 C -2.23 -3.79 -1.55  0.05
13 C -1.48 -2.63 -1.49  -0.16
14 N -1.26 -2.06 -0.30  -0.07
15 C -0.93 -1.85 -2.63  -0.17
16 C -1.12 -2.22 -3.94  0.03
17 C -0.67 -1.37 -4.94  0.00
18 C -0.08 -0.18 -4.59  0.02
19 C 0.08 0.16 -3.25  -0.27
20 C 0.61 1.51 -2.87  -0.02
21 N -0.30 -0.69 -2.29  -0.01
22 H 1.02 1.77 3.44  0.10
23 H 1.21 1.36 1.75  0.05
24 H 2.06 0.42 2.98  0.10
25 H -0.04 0.24 5.00  0.13
26 H -1.74 -1.53 5.39  0.13
27 H -2.53 -2.85 3.44  0.12
28 H -2.93 -4.08 1.75  0.12
29 H -3.33 -5.22 -0.40  0.13
30 H -2.42 -4.28 -2.50  0.13
31 H -1.63 -3.14 -4.19  0.12
32 H -0.80 -1.64 -5.98  0.13
33 H 0.25 0.52 -5.35  0.13
34 H 1.42 1.81 -3.53  0.10
35 H 0.95 1.55 -1.84  0.04
36 H -0.19 2.25 -2.97  0.11
37 Br -4.62 6.65 1.65  0.82
38 C -3.62 5.15 1.13  -0.67
39 C -2.23 5.21 1.17  -0.10
40 C -1.49 4.11 0.79  0.00
41 C -2.14 2.95 0.38  -0.15
42 C -3.53 2.89 0.34  0.00
43 C -4.27 3.99 0.72  -0.10
44 C -1.35 1.78 -0.02  -0.54
45 O -0.08 1.73 0.06  -0.15
46 O -1.89 0.75 -0.56  -0.09
47 H -1.74 6.12 1.48  0.11
48 H -0.41 4.14 0.81  0.12
49 H -4.03 1.99 0.02  0.12
50 H -5.35 3.97 0.71  0.11
51 C 4.52 -1.82 1.60  -0.02
52 N 4.26 -1.00 0.43  -0.14
53 C 5.29 -0.12 -0.11  -0.07
54 C 4.62 0.50 -1.34  -0.09
55 N 3.23 0.06 -1.18  0.05
56 C 3.11 -0.86 -0.21  -0.70
57 S 1.70 -1.78 0.12  0.74
58 H 5.31 -2.53 1.38  0.11
59 H 3.62 -2.36 1.88  0.06
60 H 4.83 -1.19 2.43  0.10
61 H 6.19 -0.69 -0.35  0.14
62 H 5.56 0.63 0.64  0.14
63 H 5.03 0.10 -2.27  0.13
64 H 4.69 1.58 -1.36  0.13
65 H 2.56 0.08 -1.93  0.11

* E_LUMO: -6.222 eV
* electronic energy: -4583.64078 hartree
* multiplicity: 1
* ΔE to the lowest compared entry with this formula, charge and spin: 0.0 kJ/mol
* charge: +2

A structure of composition C28H27BrN2O5S. Source: OMol25; level of theory: the ωB97M-V functional and the def2-TZVPD basis.

Last column: Löwdin charge in e.
Atoms and positions in Å:
1 C -1.81 3.19 3.47  -0.04
2 O -1.34 3.15 2.11  -0.08
3 C -2.24 3.26 1.11  -0.22
4 C -3.63 3.13 1.22  0.00
5 C -4.40 3.12 0.05  -0.06
6 C -3.83 3.25 -1.21  0.00
7 C -2.43 3.40 -1.31  -0.21
8 O -1.70 3.34 -2.45  -0.08
9 C -2.34 2.91 -3.67  -0.03
10 C -1.67 3.46 -0.15  -0.07
11 N -0.24 3.49 -0.28  0.09
12 C 0.61 2.55 0.20  -0.09
13 C 0.18 1.19 0.50  -0.30
14 C 1.04 0.45 1.44  -0.06
15 C 1.30 -0.86 1.28  -0.12
16 C 2.21 -1.52 2.19  -0.25
17 C 2.17 -2.90 2.56  -0.11
18 C 3.18 -3.46 3.34  -0.09
19 C 4.21 -2.67 3.86  -0.10
20 C 4.21 -1.30 3.61  -0.10
21 C 3.23 -0.74 2.80  -0.05
22 O -0.85 0.73 0.00  0.13
23 N 1.87 2.98 -0.04  -0.02
24 C 3.11 2.31 0.29  0.01
25 C 1.80 4.24 -0.64  0.00
26 C 0.50 4.53 -0.81  0.02
27 H -0.90 3.21 4.07  0.09
28 H -2.41 4.09 3.66  0.10
29 H -2.40 2.30 3.71  0.10
30 H -4.09 3.03 2.21  0.11
31 H -5.48 3.00 0.14  0.11
32 H -4.43 3.20 -2.12  0.11
33 H -1.54 2.90 -4.40  0.10
34 H -2.77 1.90 -3.55  0.11
35 H -3.13 3.61 -3.96  0.09
36 H 1.39 1.06 2.28  0.11
37 H 0.72 -1.31 0.29  -0.07
38 H 1.34 -3.52 2.23  0.09
39 H 3.16 -4.53 3.55  0.10
40 H 4.99 -3.11 4.48  0.09
41 H 4.98 -0.65 4.04  0.10
42 H 3.25 0.34 2.61  0.08
43 H 3.92 2.81 -0.24  0.10
44 H 3.32 2.37 1.37  0.10
45 H 3.08 1.25 0.00  0.11
46 H 2.69 4.78 -0.90  0.13
47 H 0.01 5.39 -1.24  0.14
48 Br 2.37 -3.16 -0.51  0.80
49 C 0.66 -2.42 -0.09  -0.71
50 S -0.31 -2.28 -1.60  0.57
51 C -0.60 -3.94 -2.27  -0.29
52 C 0.32 -4.54 -3.13  -0.09
53 C 0.03 -5.79 -3.67  -0.08
54 C -1.19 -6.42 -3.39  -0.09
55 C -2.12 -5.80 -2.56  -0.09
56 C -1.83 -4.55 -2.00  -0.07
57 O -1.62 -1.84 -1.21  -0.34
58 O 0.47 -1.55 -2.57  -0.35
59 H 0.07 -3.05 0.58  0.07
60 H 1.24 -4.03 -3.37  0.10
61 H 0.75 -6.27 -4.34  0.10
62 H -1.42 -7.39 -3.84  0.10
63 H -3.08 -6.27 -2.34  0.10
64 H -2.56 -4.03 -1.39  0.11

* E_LUMO: -0.532 eV
* electronic energy: -4540.81172 hartree
* multiplicity: 1
* ΔE to the lowest compared entry with this formula, charge and spin: 239.9 kJ/mol

A structure of composition C28H27Cl2FeN9O8S3. Source: OMol25; level of theory: the ωB97M-V functional and the def2-TZVPD basis.

Last column: Löwdin charge in e.
Atoms and positions in Å:
1 Fe -1.58 0.01 0.59  0.30
2 Cl -4.83 -2.02 0.17  0.71
3 C -4.12 -3.01 1.42  -0.66
4 C -4.49 -4.35 1.42  -0.13
5 C -4.04 -5.18 2.44  -0.10
6 C -3.24 -4.65 3.43  -0.13
7 C -2.88 -3.32 3.40  -0.68
8 Cl -1.85 -2.76 4.68  0.65
9 C -3.29 -2.43 2.39  -0.68
10 S -2.81 -0.75 2.43  0.70
11 H -5.14 -4.72 0.64  0.10
12 H -4.33 -6.22 2.45  0.10
13 H -2.88 -5.27 4.24  0.10
14 N -3.25 -0.57 -2.40  0.12
15 C -3.70 0.42 -1.57  -0.71
16 N -3.07 0.80 -0.50  0.01
17 C -3.70 1.87 0.12  -0.31
18 C -4.84 2.27 -0.47  -0.32
19 S -5.14 1.32 -1.89  1.06
20 C -2.97 2.42 1.25  -0.32
21 C -3.21 3.51 2.01  -0.32
22 S -1.96 3.67 3.20  1.07
23 C -1.18 2.26 2.57  -0.67
24 N -1.81 1.74 1.56  -0.04
25 N -0.02 1.77 3.08  0.13
26 H -2.59 -1.19 -1.96  0.06
27 H -3.95 -1.05 -2.94  0.10
28 H -5.51 3.07 -0.19  0.08
29 H -4.03 4.20 1.95  0.08
30 H 0.18 2.01 4.04  0.10
31 H 0.14 0.79 2.87  0.05
32 C 4.80 2.32 -4.65  -0.04
33 C 3.74 1.95 -3.64  -0.24
34 C 2.45 1.64 -4.04  0.00
35 C 1.46 1.30 -3.12  -0.17
36 C 0.09 0.96 -3.62  -0.02
37 C 1.80 1.28 -1.75  -0.10
38 C 0.83 0.96 -0.71  -0.16
39 O -0.35 0.69 -0.89  -0.02
40 C 3.12 1.57 -1.33  -0.20
41 C 3.55 1.51 0.12  -0.03
42 C 4.06 1.91 -2.28  0.00
43 H 4.39 2.35 -5.66  0.08
44 H 5.61 1.59 -4.63  0.09
45 H 5.23 3.29 -4.42  0.09
46 H 2.20 1.66 -5.09  0.12
47 H 0.08 0.98 -4.71  0.08
48 H -0.66 1.65 -3.24  0.09
49 H -0.22 -0.03 -3.29  0.07
50 H 1.21 0.97 0.31  0.11
51 H 2.97 2.18 0.76  0.08
52 H 4.59 1.80 0.20  0.08
53 H 3.44 0.50 0.53  0.08
54 H 5.07 2.14 -1.97  0.12
55 O 3.65 -5.09 -0.96  0.08
56 N 3.80 -4.51 0.10  -0.36
57 O 4.74 -4.69 0.85  0.08
58 C 2.80 -3.53 0.49  -0.13
59 C 2.94 -2.85 1.69  0.09
60 C 2.01 -1.92 2.06  -0.03
61 C 0.85 -1.58 1.26  -0.24
62 O 0.10 -0.62 1.52  -0.11
63 C 0.77 -2.38 0.06  -0.04
64 C 1.72 -3.30 -0.33  0.10
65 N -0.35 -2.22 -0.83  -0.28
66 O -1.43 -1.84 -0.34  -0.03
67 O -0.24 -2.50 -2.00  0.13
68 N 2.26 -1.23 3.34  -0.33
69 O 3.39 -1.28 3.78  0.08
70 O 1.34 -0.65 3.88  0.08
71 H 3.79 -3.03 2.32  0.14
72 H 1.61 -3.84 -1.26  0.14
73 N 0.19 5.12 0.56  -0.07
74 N 0.32 3.89 -0.16  -0.05
75 H 1.00 5.71 0.44  0.06
76 H 0.10 4.90 1.54  0.02
77 H 1.29 3.60 -0.23  0.05
78 H -0.03 4.04 -1.10  0.07

* E_LUMO: -1.452 eV
* electronic energy: -5556.38977 hartree
* multiplicity: 1
* ΔE to the lowest compared entry with this formula, charge and spin: 0.0 kJ/mol